This record from OMol25 describes a cluster of 3 separate species, C4H16N2O2 in total. The level of theory is the ωB97M-V functional and the def2-TZVPD basis.

The calculation puts the LUMO energy at 0.778 eV. As for the SMILES: NCCCCN.O.O. Its energy relative to the best compared isomer or geometry (same formula, charge and spin) is 225.7 kJ/mol. For the highest occupied orbital energy, the calculation gives -8.96 eV. The calculation puts the largest force on an atom at 5.88 eV/Å.

Geometry (Å):
N (1.66346, 2.45849, -0.79418)
C (0.73489, 1.30038, -0.64367)
C (0.50674, 1.07542, 0.88266)
C (0.90492, -0.25835, 1.56459)
C (0.77436, -1.45507, 0.58948)
N (-0.60356, -2.13094, 0.72667)
H (1.35084, 2.94989, -1.64214)
H (2.59627, 2.13518, -0.78476)
H (1.25151, 0.37461, -1.07395)
H (-0.23733, 1.50848, -1.20147)
H (1.34209, 1.82867, 1.26609)
H (-0.56639, 1.31831, 1.17866)
H (0.18344, -0.56142, 2.33471)
H (1.96687, -0.34868, 2.03177)
H (0.93474, -1.30192, -0.54422)
H (1.49485, -2.22963, 1.04322)
H (-0.50928, -3.12618, 0.89470)
H (-0.94036, -1.77253, 1.55738)
O (-1.56251, -1.25481, -2.07316)
H (-2.45948, -1.40998, -2.10099)
H (-1.26782, -1.52917, -1.19210)
O (-2.42087, 1.04563, -0.89461)
H (-3.18984, 1.14763, -0.48474)
H (-1.94753, 0.23599, -0.63993)

The molecule's natural (NBO) atomic charges, reported in e, are given here:
1 N -0.859
2 C -0.247
3 C -0.454
4 C -0.416
5 C -0.233
6 N -0.874
7 H 0.369
8 H 0.356
9 H 0.166
10 H 0.237
11 H 0.239
12 H 0.221
13 H 0.196
14 H 0.215
15 H 0.206
16 H 0.181
17 H 0.366
18 H 0.344
19 O -0.953
20 H 0.463
21 H 0.483
22 O -0.946
23 H 0.459
24 H 0.482